Entry 1:
The following is a DFT calculation (the ωB97M-V functional and the def2-TZVPD basis) of 10 unconnected molecules or ions with the total composition C21H62O19 at a distorted geometry.

The calculation puts the lowest unoccupied orbital energy at 0.2 eV. As for the charge: 0. Its energy above the lowest of the compared OMol25 structures with the same formula, charge and spin is 65.5 kcal/mol.

```
102
C21H62O19 | the OMol25 dataset | the ωB97M-V functional and the def2-TZVPD basis
C -0.693 -11.323 9.294
C -1.133 -11.771 7.956
C -0.169 -12.865 7.454
O -2.374 -12.361 8.098
H -1.399 -10.573 9.652
H 0.320 -10.921 9.312
H -0.724 -12.142 10.012
H -1.318 -10.930 7.288
H 0.804 -12.377 7.397
H -0.491 -13.264 6.492
H -0.157 -13.648 8.212
H -2.957 -11.865 8.678
C 6.501 -16.843 12.530
C 7.480 -15.865 11.903
O 8.707 -15.652 12.717
O 5.170 -16.403 12.291
H 6.682 -17.101 13.573
H 6.352 -17.802 12.036
H 7.006 -14.908 11.685
H 7.728 -16.122 10.873
H 8.787 -16.472 13.209
H 4.541 -16.894 12.825
C 7.311 -13.377 8.967
C 6.200 -12.522 9.581
O 5.499 -11.844 8.638
O 7.039 -14.644 8.410
H 8.111 -13.567 9.683
H 7.849 -12.842 8.185
H 6.713 -11.873 10.291
H 5.615 -13.291 10.084
H 5.188 -11.045 9.072
H 7.353 -14.480 7.518
C 7.320 -13.686 15.807
C 5.985 -14.165 15.290
O 5.651 -13.320 14.174
O 7.444 -12.310 16.223
H 8.017 -13.851 14.986
H 7.851 -14.256 16.569
H 5.170 -14.180 16.014
H 6.124 -15.134 14.812
H 5.248 -13.850 13.483
H 8.392 -12.165 16.198
C 3.404 -9.577 10.126
C 2.833 -8.531 11.149
O 3.322 -8.827 12.452
O 4.784 -9.432 9.873
H 2.803 -9.417 9.230
H 3.066 -10.535 10.521
H 1.743 -8.543 11.148
H 3.146 -7.494 11.025
H 2.608 -8.525 13.019
H 5.169 -9.521 10.748
C 0.586 -8.955 14.906
C -0.819 -8.427 15.338
O -0.738 -7.948 16.754
O 1.375 -7.822 14.502
H 0.489 -9.660 14.080
H 1.102 -9.370 15.772
H -1.626 -9.143 15.493
H -1.118 -7.508 14.833
H -0.166 -7.189 16.882
H 1.485 -7.349 15.330
C 1.825 -12.567 12.295
C 2.976 -13.450 11.853
O 3.440 -14.369 12.850
O 2.146 -11.748 13.365
H 0.951 -13.107 12.661
H 1.517 -11.953 11.449
H 3.685 -12.702 11.499
H 2.667 -13.970 10.946
H 4.001 -14.975 12.360
H 3.095 -11.635 13.459
C 0.464 -15.104 16.122
C 0.004 -14.598 14.777
O 0.431 -15.339 13.719
O -0.286 -16.182 16.473
H 0.341 -14.377 16.925
H 1.531 -15.305 16.217
H 0.324 -13.559 14.699
H -1.070 -14.459 14.655
H 1.299 -15.040 13.439
H 0.155 -16.981 16.176
C 4.083 -10.399 15.415
C 4.679 -10.071 16.784
O 5.313 -11.184 17.388
O 5.018 -10.713 14.376
H 3.611 -9.477 15.076
H 3.535 -11.341 15.401
H 3.791 -9.888 17.388
H 5.241 -9.143 16.676
H 6.251 -11.188 17.187
H 5.652 -11.276 14.825
C 3.860 -16.185 8.354
C 2.868 -15.078 7.881
O 3.497 -13.907 7.311
O 4.638 -15.499 9.313
H 4.277 -16.655 7.463
H 3.315 -17.026 8.783
H 2.281 -14.649 8.694
H 2.204 -15.518 7.137
H 4.162 -13.550 7.905
H 5.461 -15.189 8.927
```



Entry 2:
The following is a DFT calculation (the ωB97M-V functional and the def2-TZVPD basis) of a molecular structure, C41H50BFN11O4SZr.

The calculation puts the lowest unoccupied orbital energy (spin up / spin down) at -4.4 / -4.4 eV. Its multiplicity is 2. As for the charge: +2. Its energy above the lowest of the compared OMol25 structures with the same formula, charge and spin is 0.0 kcal/mol.

```
110
C41H50BFN11O4SZr | the OMol25 dataset | the ωB97M-V functional and the def2-TZVPD basis
Zr 0.182 -0.069 -0.241
C 1.379 0.616 -3.631
C 2.052 1.386 -2.544
C 2.945 2.449 -2.669
C 3.269 2.826 -1.379
C 4.200 3.901 -0.927
N 2.605 2.019 -0.536
N 1.863 1.126 -1.247
B 2.511 2.077 1.004
N 2.774 0.690 1.603
N 1.974 -0.369 1.291
C 2.423 -1.417 1.993
C 1.821 -2.782 1.918
C 3.516 -1.023 2.767
C 3.713 0.315 2.489
C 4.757 1.242 3.015
N 1.073 2.509 1.420
N 0.015 1.652 1.316
C -1.078 2.329 1.699
C -2.442 1.721 1.701
C -0.716 3.617 2.073
C 0.653 3.697 1.875
C 1.557 4.863 2.100
H 1.007 1.304 -4.391
H 2.081 -0.071 -4.106
H 0.543 0.026 -3.257
H 3.322 2.878 -3.582
H 4.663 4.366 -1.794
H 3.680 4.675 -0.362
H 4.989 3.501 -0.291
H 3.296 2.871 1.421
H 0.881 -2.783 1.374
H 2.501 -3.464 1.406
H 1.651 -3.175 2.922
H 4.102 -1.639 3.429
H 5.408 0.704 3.700
H 5.368 1.645 2.208
H 4.314 2.082 3.550
H -2.599 1.090 0.827
H -2.612 1.123 2.600
H -3.194 2.508 1.690
H -1.363 4.395 2.442
H 1.001 5.667 2.576
H 2.400 4.600 2.738
H 1.956 5.239 1.158
C -4.262 1.040 -6.577
C -4.850 1.254 -5.190
N -3.829 1.311 -4.146
C -3.556 0.177 -3.438
C -2.582 0.130 -2.498
C -2.236 -1.148 -1.833
O -3.013 -2.056 -1.624
O -0.943 -1.245 -1.547
C -1.830 1.302 -2.193
O -0.978 1.318 -1.171
C -2.078 2.477 -2.930
C -1.357 3.662 -2.686
C -1.627 4.787 -3.429
F -0.945 5.923 -3.146
C -2.570 4.810 -4.442
C -3.303 3.630 -4.679
C -3.085 2.482 -3.941
N -2.871 5.975 -5.217
C -1.742 6.686 -5.809
C -2.298 7.815 -6.697
N -3.731 7.495 -7.005
C -4.580 7.595 -5.765
C -3.812 6.916 -4.620
H -5.054 1.037 -7.326
H -3.745 0.082 -6.626
H -3.547 1.822 -6.833
H -5.521 0.436 -4.934
H -5.446 2.166 -5.141
H -4.151 -0.695 -3.671
H -0.603 3.687 -1.911
H -4.030 3.653 -5.478
H -1.164 5.978 -6.402
H -1.073 7.135 -5.071
H -1.754 7.912 -7.634
H -2.302 8.779 -6.193
H -3.769 6.524 -7.320
H -4.096 8.094 -7.743
H -5.520 7.094 -5.986
H -4.771 8.651 -5.582
H -4.510 6.379 -3.984
H -3.305 7.665 -3.998
O -0.966 -1.164 1.156
N -1.261 -1.345 2.439
C -2.352 -2.090 2.695
C -2.731 -2.334 3.993
C -1.976 -1.807 5.033
C -0.859 -1.045 4.734
C -0.511 -0.820 3.419
H -2.871 -2.446 1.816
H -3.611 -2.932 4.178
H -2.258 -1.989 6.061
H -0.244 -0.616 5.512
H 0.337 -0.235 3.098
S 1.923 -1.910 -1.272
C 1.290 -3.505 -1.441
N -0.021 -3.805 -1.352
C -0.529 -5.053 -1.462
C 0.296 -6.116 -1.667
C 1.675 -5.865 -1.769
C 2.164 -4.588 -1.662
H -0.658 -3.001 -1.266
H -1.605 -5.119 -1.391
H -0.109 -7.112 -1.758
H 2.360 -6.686 -1.935
H 3.222 -4.382 -1.735
```



Entry 3:
The following is a DFT calculation (the ωB97M-V functional and the def2-TZVPD basis) of 2 unconnected molecules or ions with the total composition C14H21N3O2 at a distorted geometry.

The calculation puts the lowest unoccupied orbital energy at 0.5 eV. As for the charge: 0. Its energy above the lowest of the compared OMol25 structures with the same formula, charge and spin is 384.8 kcal/mol.

```
40
C14H21N3O2 | the OMol25 dataset | the ωB97M-V functional and the def2-TZVPD basis
N -4.353 -1.065 -1.531
C -4.011 -0.003 -0.815
C -4.932 1.145 -0.761
C -4.832 2.092 0.080
C -3.720 2.010 0.740
C -2.884 1.070 0.894
C -3.111 -0.077 0.184
C -2.046 -1.025 -0.171
O -1.891 -1.701 -1.147
N -1.300 -1.323 1.086
H -1.575 -0.503 1.921
C -0.356 -2.126 1.073
C 1.132 -1.707 1.129
C 1.380 -0.588 0.031
N 2.750 -0.337 -0.273
C 3.112 0.658 0.936
C 4.719 0.775 0.702
O 4.966 1.300 -0.574
C 4.682 0.499 -1.656
C 3.045 0.185 -1.370
H 2.740 -0.640 -2.293
H 2.414 1.164 -1.580
H 4.830 0.900 -2.520
H 5.050 -0.504 -1.249
H 5.014 1.904 1.075
H 5.308 0.031 0.877
H 3.000 0.149 1.821
H 2.677 1.802 0.624
H 1.002 -1.303 -0.771
H 0.746 0.180 0.079
H 1.163 -0.796 2.091
H 1.861 -2.305 1.183
H -0.282 -2.801 0.297
H -0.413 -2.982 2.035
H -1.960 1.170 1.438
H -3.530 3.240 1.572
H -5.586 2.931 -0.029
H -5.972 1.032 -1.094
H -5.118 -0.924 -2.317
H -3.720 -1.527 -1.714
```



Entry 4:
The following is a DFT calculation (the ωB97M-V functional and the def2-TZVPD basis) of a single C6H9N2P molecule at a distorted geometry.

The calculation puts the lowest unoccupied orbital energy (spin up / spin down) at -0.5 / -0.5 eV. As for the charge: 0. Its energy above the lowest of the compared OMol25 structures with the same formula, charge and spin is 55.7 kcal/mol.

```
18
C6H9N2P | the OMol25 dataset | the ωB97M-V functional and the def2-TZVPD basis
C -0.738 1.014 0.218
C 1.485 0.123 0.117
C -0.962 -1.244 0.028
C -1.473 2.244 0.549
C 2.875 0.413 -0.485
C -1.543 -2.541 -0.318
N -1.466 -0.089 -0.014
N 0.590 1.058 0.111
P 1.174 -1.398 0.825
H -1.076 2.362 1.629
H -2.649 2.199 0.415
H -1.164 3.154 0.016
H 3.014 -0.209 -1.397
H 3.819 0.124 0.129
H 2.892 1.502 -0.748
H -2.499 -2.420 -0.895
H -1.550 -3.187 0.594
H -0.732 -3.103 -0.775
```



> Which value of charge does entry 4 give?

0